Computed, not measured: a molecular structure, C27H26ClN4OsPS, with ωB97M-V/def2-TZVPD.

Computed properties:
* total charge: +2
* frontier orbital gap (spin up / spin down): 6.498 / 6.496 eV
* LUMO energy (spin up / spin down): -7.07 / -7.07 eV

XYZ file:
```
61
Properties=species:S:1:pos:R:3:forces:R:3
Os 0.213284 -0.196239 0.087367 0.97 1.95 -0.60
C -3.821140 1.193465 -0.530691 0.02 0.08 -0.17
C -2.447637 0.617061 -0.613278 -0.01 0.51 1.34
N -1.532924 0.775369 0.305956 -0.53 -0.40 -0.85
N -1.696040 1.649889 1.342252 -0.34 0.27 0.36
C -0.743583 1.756087 2.291180 1.00 -0.75 0.15
N -0.920628 2.607311 3.291072 -0.29 0.14 -0.19
S 0.659606 0.773108 2.242170 -0.04 0.54 -0.20
C -2.014857 -0.150612 -1.754870 0.28 -0.94 -1.25
C -2.807689 -0.342202 -2.887891 -0.05 0.40 0.76
C -2.291432 -0.996744 -3.984325 0.38 -0.28 -0.33
C -0.982219 -1.458970 -3.940122 -0.43 0.16 -0.10
C -0.255222 -1.274986 -2.779423 0.10 -0.09 0.14
N -0.749948 -0.655147 -1.709711 -0.13 0.17 -0.11
H -4.019856 1.708158 0.405054 -0.07 -0.04 -0.03
H -4.557783 0.393051 -0.617819 0.01 -0.01 -0.01
H -3.997754 1.893087 -1.349698 -0.01 0.02 0.02
H -2.519484 2.231389 1.365717 -0.02 -0.01 -0.07
H -1.718242 3.220678 3.354635 0.02 -0.01 0.07
H -0.174313 2.732611 3.955884 0.01 -0.01 0.03
H -3.819343 0.039391 -2.898196 0.01 -0.01 -0.06
H -2.891260 -1.138478 -4.872933 -0.02 0.01 0.02
H -0.531260 -1.943619 -4.794002 0.01 -0.06 0.04
H 0.759039 -1.641540 -2.693649 0.00 0.00 0.03
Cl 2.306807 -1.310833 -0.326341 0.47 -0.03 -0.37
C 2.438549 -2.826730 0.534018 -0.18 -0.60 0.48
C 3.657701 -3.476362 0.527801 0.13 0.16 -0.14
C 3.786472 -4.644948 1.263037 -0.04 -0.01 0.02
C 2.712225 -5.137460 1.989244 -0.02 -0.05 0.03
C 1.492465 -4.480114 1.966902 0.05 -0.04 -0.08
C 1.334876 -3.313598 1.221201 -0.02 0.34 -0.06
P -0.265243 -2.443928 1.120550 -0.26 -0.14 -0.41
C -1.100583 -2.932317 2.655129 -0.01 0.24 -0.04
C -1.950075 -4.038963 2.704081 0.10 0.06 0.08
C -2.481672 -4.441152 3.919747 -0.03 -0.03 -0.02
C -2.177105 -3.747212 5.082295 -0.02 -0.01 0.01
C -1.334191 -2.645809 5.035193 0.01 0.04 0.03
C -0.797325 -2.235845 3.825211 0.00 0.03 -0.05
C -1.185207 -3.336846 -0.169488 0.02 -0.16 0.15
C -0.591801 -4.277743 -1.004051 -0.05 0.06 0.12
C -1.359434 -4.941773 -1.953188 0.07 -0.03 -0.08
C -2.712917 -4.669845 -2.070690 -0.03 -0.01 -0.04
C -3.306320 -3.718513 -1.248145 -0.03 0.08 0.00
C -2.544437 -3.045970 -0.307785 0.12 -0.01 -0.08
H 4.498481 -3.077885 -0.024898 -0.02 0.03 0.01
H 4.736446 -5.161237 1.278385 0.00 0.01 -0.01
H 2.825198 -6.036824 2.579080 0.00 0.00 -0.02
H 0.656322 -4.873872 2.529361 -0.01 0.01 0.01
H -2.185660 -4.597980 1.810197 -0.01 -0.01 -0.03
H -3.130120 -5.306633 3.953600 -0.01 0.02 0.03
H -2.596743 -4.067470 6.026609 0.01 0.00 0.00
H -1.093628 -2.107296 5.942138 0.00 -0.01 0.00
H -0.135596 -1.378427 3.785165 -0.01 -0.04 0.05
H 0.461173 -4.509500 -0.895613 -0.03 -0.06 -0.03
H -0.894264 -5.685500 -2.587395 -0.04 0.00 -0.01
H -3.314668 -5.203165 -2.794912 0.02 -0.01 0.00
H -4.366743 -3.515176 -1.331394 0.01 -0.01 -0.01
H -3.002643 -2.308728 0.345362 -0.07 -0.06 0.03
C 1.058193 1.326641 -0.931240 -1.49 -1.48 1.64
H 1.144272 1.332588 -2.018852 0.25 0.08 -0.02
H 1.460079 2.205872 -0.426704 0.27 0.02 -0.19
```
Positions in Å, forces in eV/Å.

Computed, not measured: 2 unconnected molecules or ions with the total composition C3H9N2O, with ωB97M-V/def2-TZVPD.

Computed properties:
* total charge: +1
* frontier orbital gap: 10.543 eV
* LUMO energy: -3.97 eV

XYZ file:
```
15
Properties=species:S:1:pos:R:3:forces:R:3
C -2.379248 0.282628 0.377151 -0.38 -0.80 -0.25
C -1.394731 -0.624120 -0.203090 0.12 -4.01 -1.02
C 1.869948 0.095088 -0.521157 -0.03 1.05 -2.95
N 1.681112 -0.917015 0.335035 0.46 1.65 -1.69
N 1.566550 1.354408 -0.152128 0.72 -3.77 0.62
O -0.983956 0.624596 0.285674 0.08 0.28 -0.40
H -3.105005 0.728188 -0.322215 0.65 0.28 0.56
H -2.692642 0.068277 1.392044 -0.20 0.21 -0.10
H -1.385001 -0.945271 -1.316419 0.01 1.59 1.52
H -1.066647 -1.627404 0.319909 -0.55 2.31 -0.20
H 1.574051 -1.899798 0.144344 0.33 0.06 -0.56
H 1.252765 -0.588601 1.155269 -0.58 -0.18 1.64
H 1.769054 2.240541 -0.583859 0.02 -0.21 -0.28
H 1.134807 1.240925 0.748750 -0.43 1.75 0.39
H 2.158948 -0.032442 -1.659312 -0.21 -0.22 2.72
```
Positions in Å, forces in eV/Å.

Computed, not measured: a single C4H5NO2 molecule, with ωB97M-V/def2-TZVPD.

Computed properties:
* SMILES string: Nc1cc(O)co1
* frontier orbital gap: 8.342 eV
* LUMO energy: 0.86 eV

XYZ file:
```
12
Properties=species:S:1:pos:R:3:forces:R:3
N 0.786599 -2.085066 -0.314222 -0.03 0.00 -0.10
C 0.225110 -0.871773 -0.012834 0.07 0.09 -0.10
C 0.705613 0.398726 -0.120809 0.04 -0.05 -0.04
C -0.425409 1.243112 0.146023 -0.19 -0.36 0.06
O -0.434644 2.602865 0.090120 0.17 0.00 -0.04
C -1.475902 0.443233 0.444214 0.04 0.29 -0.06
O -1.066655 -0.880674 0.349159 0.15 -0.09 -0.08
H 0.376877 -2.928848 0.046130 0.04 0.12 0.11
H 1.763269 -2.099988 -0.548145 -0.10 -0.05 0.14
H 1.719416 0.701105 -0.349029 -0.18 -0.06 -0.02
H 0.333647 2.866340 -0.431304 -0.17 0.10 0.15
H -2.507919 0.610966 0.700697 0.16 0.00 -0.01
```
Positions in Å, forces in eV/Å.

Computed, not measured: a single C3H7NO3 molecule, with ωB97M-V/def2-TZVPD.

Computed properties:
* SMILES string: [H]/N=C(\OC)C(O)O
* frontier orbital gap: 9.628 eV
* LUMO energy: 0.64 eV

XYZ file:
```
14
Properties=species:S:1:pos:R:3:forces:R:3
C -1.211249 0.541854 -0.103602 1.76 0.78 -0.52
C 2.036204 0.127817 0.141227 -0.07 -0.17 0.40
C -0.342076 -0.663377 -0.146655 2.40 -0.31 -2.08
O 0.908379 0.065829 -0.745581 0.40 -1.97 1.78
O -2.563293 0.205620 -0.243678 0.38 0.79 -0.38
O -0.968037 1.299762 1.067740 -0.74 -0.17 0.01
N -0.493144 -1.899239 -0.259691 0.00 0.80 1.06
H -2.694978 -0.210930 -1.111949 0.09 0.19 0.42
H -1.795418 1.440679 1.553014 0.14 -0.30 -0.24
H -0.247626 1.027514 -0.862375 -4.06 0.25 0.51
H 0.368441 -2.396417 -0.482390 -0.12 0.16 -0.33
H 1.732326 0.054850 1.189313 -0.19 0.02 -0.08
H 2.737348 -0.689260 -0.038991 0.06 0.09 -0.22
H 2.533122 1.095299 0.043618 -0.04 -0.15 -0.32
```
Positions in Å, forces in eV/Å.

What relative energy (zero: lowest compared OMol25 entry of this formula, charge and spin) values result from the calculations? In sequence: 9.9; 72.1; 26.9; 113.5 kcal per mole.